Version i
DFT (wB97M-V/def2-TZVPD) results for a single C19H19ClN2O3 molecule.

Summary:
**Highest occupied orbital energy**: -8.875 eV
**LUMO level**: 0.63 eV
**SMILES**: CCN(CCO)C(=O)c1ccc2nc(Cc3cccc(Cl)c3)oc2c1

```
! wB97M-V def2-TZVPD RIJCOSX def2/J DEFGRID3
* xyz 0 1
C 3.18 2.51 2.33
C 3.02 3.61 1.28
N 1.69 4.20 1.26
C 1.49 5.47 1.91
C 1.59 5.41 3.44
O 1.19 6.61 4.04
C 0.62 3.59 0.69
O -0.50 4.05 0.73
C 0.89 2.30 -0.03
C 1.46 2.33 -1.31
C 1.67 1.18 -2.05
C 1.29 -0.02 -1.47
N 1.35 -1.32 -1.93
C 0.85 -2.03 -0.98
C 0.64 -3.50 -1.01
C -0.80 -3.78 -1.39
C -1.26 -3.42 -2.65
C -2.58 -3.65 -3.00
C -3.45 -4.24 -2.11
C -2.98 -4.60 -0.85
Cl -4.06 -5.35 0.28
C -1.67 -4.37 -0.49
O 0.42 -1.34 0.10
C 0.70 -0.04 -0.19
C 0.48 1.10 0.55
H 2.93 2.88 3.32
H 2.54 1.67 2.10
H 4.21 2.17 2.33
H 3.73 4.42 1.49
H 3.25 3.20 0.30
H 2.22 6.19 1.52
H 0.48 5.81 1.64
H 2.61 5.15 3.75
H 0.90 4.65 3.82
H 1.72 7.33 3.69
H 1.73 3.29 -1.73
H 2.10 1.21 -3.03
H 0.86 -3.92 -0.03
H 1.32 -3.93 -1.76
H -0.58 -2.95 -3.34
H -2.93 -3.36 -3.98
H -4.48 -4.42 -2.37
H -1.33 -4.66 0.50
H 0.01 1.08 1.52
*
```


Version ii
DFT (wB97M-V/def2-TZVPD) results for a single C19H19ClN2O3 molecule.

Summary:
**Highest occupied orbital energy**: -8.264 eV
**LUMO level**: 0.63 eV
**SMILES**: O=C(c1cccc(Cl)c1)N1CCN(Cc2ccc3c(c2)OCO3)CC1

```
! wB97M-V def2-TZVPD RIJCOSX def2/J DEFGRID3
* xyz 0 1
O -3.06 -2.33 1.36
C -2.91 -1.22 0.89
C -4.03 -0.53 0.17
C -4.59 -1.14 -0.95
C -5.67 -0.55 -1.59
C -6.20 0.63 -1.11
C -5.65 1.22 0.01
Cl -6.32 2.70 0.62
C -4.57 0.65 0.66
N -1.76 -0.52 1.03
C -1.46 0.71 0.33
C 0.01 0.69 -0.13
N 0.34 -0.66 -0.52
C 1.46 -0.80 -1.44
C 2.80 -0.40 -0.86
C 3.62 -1.35 -0.28
C 4.83 -1.02 0.33
C 5.18 0.31 0.32
C 4.37 1.27 -0.27
C 3.18 0.95 -0.87
O 4.96 2.50 -0.14
C 6.17 2.28 0.54
O 6.30 0.91 0.84
C 0.41 -1.55 0.63
C -0.63 -1.13 1.68
H -4.18 -2.07 -1.30
H -6.10 -1.02 -2.46
H -7.05 1.09 -1.61
H -4.16 1.12 1.54
H -2.12 0.80 -0.53
H -1.62 1.58 0.99
H 0.67 1.08 0.66
H 0.11 1.35 -1.00
H 1.48 -1.85 -1.75
H 1.23 -0.19 -2.32
H 3.32 -2.39 -0.30
H 5.46 -1.77 0.78
H 2.57 1.70 -1.33
H 6.18 2.86 1.48
H 7.01 2.60 -0.09
H 1.41 -1.54 1.10
H 0.21 -2.56 0.27
H -0.99 -2.00 2.23
H -0.20 -0.41 2.38
*
```


Tell me which of them is the least stable. Sure, it is version ii.


Version i
DFT (wB97M-V/def2-TZVPD) results for a single C3HN3O2 molecule.

Summary:
**Highest occupied orbital energy**: -9.603 eV
**LUMO level**: -0.94 eV

```
! wB97M-V def2-TZVPD RIJCOSX def2/J DEFGRID3
* xyz 0 1
C 1.57 -0.08 0.05
C 0.23 -0.25 0.10
C -1.99 -0.92 -0.08
N 1.70 1.25 -0.03
N 0.52 1.82 -0.06
N -0.40 0.93 0.00
O -3.08 -0.59 0.00
O -0.84 -1.28 -0.04
H 2.29 -0.88 0.06
*
```


Version ii
DFT (wB97M-V/def2-TZVPD) results for a single C3HN3O2 molecule.

Summary:
**Highest occupied orbital energy**: -10.723 eV
**LUMO level**: -0.36 eV
**SMILES**: c1nc2nonc2o1

```
! wB97M-V def2-TZVPD RIJCOSX def2/J DEFGRID3
* xyz 0 1
C -1.70 0.85 0.18
N -1.61 -0.43 0.45
C -0.29 -0.64 0.31
N 0.60 -1.60 -0.02
O 1.71 -0.87 -0.27
N 1.55 0.38 -0.48
C 0.33 0.53 -0.03
O -0.61 1.57 -0.08
H -2.61 1.56 0.37
*
```


Tell me which of them is the least stable. Sure, it is version i.


Version i
DFT (wB97M-V/def2-TZVPD) results for 2 unconnected molecules or ions with the total composition C3HN3O2.

Summary:
**Highest occupied orbital energy**: -10.711 eV
**LUMO level**: 0.00 eV

```
! wB97M-V def2-TZVPD RIJCOSX def2/J DEFGRID3
* xyz 0 1
C 2.08 2.23 0.68
C -1.95 -2.43 -0.14
C -0.11 0.30 -1.09
N -0.83 -0.60 -1.09
N 1.24 1.54 1.17
N -1.79 -1.48 -0.89
O 3.00 2.79 0.29
O -2.21 -3.38 0.41
H 0.56 1.03 0.66
*
```


Version ii
DFT (wB97M-V/def2-TZVPD) results for a single C3HN3O2 molecule.

Summary:
**Highest occupied orbital energy**: -12.385 eV
**LUMO level**: -0.68 eV
**SMILES**: N#CC(C#N)[N+](=O)[O-]

```
! wB97M-V def2-TZVPD RIJCOSX def2/J DEFGRID3
* xyz 0 1
N -0.68 -1.50 -1.93
C -0.19 -0.96 -1.03
C -0.03 -0.28 0.25
C -1.28 0.06 0.75
N -2.11 0.45 1.40
N 0.98 0.84 -0.03
O 0.55 1.94 -0.02
O 2.07 0.42 -0.27
H 0.68 -0.98 0.88
*
```


Tell me which of them is the least stable. Sure, it is version ii.


Version i
DFT (wB97M-V/def2-TZVPD) results for a single C10H9NO molecule.

Summary:
**Highest occupied orbital energy**: -7.565 eV
**LUMO level**: 0.39 eV
**SMILES**: Nc1ccc2c(O)cccc2c1

```
! wB97M-V def2-TZVPD RIJCOSX def2/J DEFGRID3
* xyz 0 1
N -3.21 -1.27 1.42
C -2.08 -0.56 0.92
C -2.05 0.71 0.39
C -1.02 1.31 -0.15
C 0.16 0.47 -0.34
C 1.43 1.07 -0.79
O 1.62 2.43 -1.07
C 2.45 0.27 -1.11
C 2.44 -1.08 -0.71
C 1.40 -1.49 0.13
C 0.16 -0.79 0.32
C -0.95 -1.39 0.71
H -3.06 -2.15 1.83
H -4.04 -0.81 1.77
H -2.81 1.52 0.81
H -0.74 2.33 -0.37
H 1.13 2.93 -0.57
H 3.44 0.76 -1.40
H 3.51 -1.55 -0.76
H 1.52 -2.39 0.75
H -1.09 -2.39 0.31
*
```


Version ii
DFT (wB97M-V/def2-TZVPD) results for a single C10H9NO molecule.

Summary:
**Highest occupied orbital energy**: -8.543 eV
**LUMO level**: 0.59 eV
**SMILES**: CC(=O)C(=C=N)c1ccccc1

```
! wB97M-V def2-TZVPD RIJCOSX def2/J DEFGRID3
* xyz 0 1
C -2.20 -1.01 -1.80
C -2.52 -0.78 -0.38
O -3.42 -1.27 0.23
C -1.52 0.42 0.21
C -1.90 1.07 1.25
N -2.12 2.02 1.94
C -0.17 0.63 -0.42
C 0.28 1.91 -0.56
C 1.68 2.08 -0.99
C 2.44 0.95 -1.18
C 1.94 -0.30 -0.99
C 0.63 -0.48 -0.63
H -2.42 -1.97 -2.16
H -1.20 -0.72 -1.99
H -2.86 -0.49 -2.36
H -2.12 1.98 2.91
H -0.33 2.81 -0.60
H 1.99 3.13 -1.05
H 3.50 0.89 -1.37
H 2.67 -1.08 -1.24
H 0.19 -1.44 -0.50
*
```


Version iii
DFT (wB97M-V/def2-TZVPD) results for a single C10H9NO molecule.

Summary:
**Highest occupied orbital energy**: -8.605 eV
**LUMO level**: -0.23 eV
**SMILES**: Cn1c(=O)ccc2ccccc21

```
! wB97M-V def2-TZVPD RIJCOSX def2/J DEFGRID3
* xyz 0 1
C -1.20 -2.11 -0.21
N -0.94 -0.70 -0.36
C -2.03 0.08 0.10
O -3.28 -0.17 0.32
C -1.75 1.61 0.13
C -0.38 1.94 -0.04
C 0.58 1.03 -0.16
C 1.98 1.35 -0.04
C 2.97 0.25 -0.03
C 2.72 -0.99 0.22
C 1.44 -1.27 0.16
C 0.42 -0.28 -0.39
H -2.36 -2.17 -0.71
H -0.30 -2.59 -0.82
H -1.35 -2.58 0.91
H -2.75 1.98 0.42
H -0.16 3.01 0.01
H 2.30 2.53 -0.24
H 4.09 0.49 0.32
H 3.40 -1.80 0.89
H 1.39 -2.32 0.76
*
```


Tell me which of them is the least stable. Sure, it is version iii.


Version i
DFT (wB97M-V/def2-TZVPD) results for a single C2H2Cl3F molecule.

Summary:
**Highest occupied orbital energy**: -11.052 eV
**LUMO level**: 0.78 eV
**SMILES**: F[C@H](Cl)C(Cl)Cl

```
! wB97M-V def2-TZVPD RIJCOSX def2/J DEFGRID3
* xyz 0 1
F 1.55 0.73 -0.33
C 0.57 0.37 0.51
Cl 1.10 -1.17 1.46
C -0.58 -0.26 -0.43
Cl -0.94 1.15 -1.55
Cl -1.86 -0.94 0.37
H 0.38 1.24 1.25
H -0.22 -1.11 -1.27
*
```


Version ii
DFT (wB97M-V/def2-TZVPD) results for a single C2H2Cl3F molecule.

Summary:
**Highest occupied orbital energy**: -11.321 eV
**LUMO level**: 0.67 eV
**SMILES**: FC(Cl)(Cl)CCl

```
! wB97M-V def2-TZVPD RIJCOSX def2/J DEFGRID3
* xyz 0 1
F -0.54 0.29 1.79
C -0.54 0.28 0.41
Cl -0.46 1.99 -0.11
Cl -2.06 -0.49 -0.14
C 0.56 -0.42 -0.36
Cl 2.18 -0.01 0.12
H 0.51 -1.45 -0.28
H 0.35 -0.19 -1.44
*
```


Tell me which of them is the least stable. Sure, it is version i.


Version i
DFT (wB97M-V/def2-TZVPD) results for a gas-phase ion, ClH2NO2P (charge -1).

Summary:
**Highest occupied orbital energy**: -4.903 eV
**LUMO level**: 3.97 eV
**SMILES**: N[P@](=O)([O-])Cl

```
! wB97M-V def2-TZVPD RIJCOSX def2/J DEFGRID3
* xyz -1 1
N 0.29 -0.77 -0.90
P 0.35 0.26 0.45
O 1.28 1.38 0.30
O 0.18 -0.55 1.81
Cl -1.58 1.11 0.47
H -0.46 -1.31 -0.55
H -0.05 -0.13 -1.58
*
```


Version ii
DFT (wB97M-V/def2-TZVPD) results for 2 unconnected molecules or ions with the total composition ClH2NO2P.

Summary:
**Highest occupied orbital energy**: -2.691 eV
**LUMO level**: 3.99 eV

```
! wB97M-V def2-TZVPD RIJCOSX def2/J DEFGRID3
* xyz -1 1
N -0.45 0.66 -0.15
O 0.75 -0.27 -0.22
O -3.30 1.08 1.10
P -2.85 0.84 -0.24
Cl -3.35 -1.18 -0.51
H -0.17 1.16 -1.08
H 0.51 -0.80 0.53
*
```


Tell me which of them is the least stable. Sure, it is version ii.


Version i
DFT (wB97M-V/def2-TZVPD) results for 3 unconnected molecules or ions with the total composition C6H16N.

Summary:
**Highest occupied orbital energy**: -13.564 eV
**LUMO level**: -5.91 eV

```
! wB97M-V def2-TZVPD RIJCOSX def2/J DEFGRID3
* xyz 1 1
C -2.03 1.02 0.91
C -1.29 0.05 0.00
C -0.54 -1.10 0.16
C 0.83 0.68 -0.80
C -0.32 -1.87 1.37
C -0.80 -1.17 2.69
N 3.47 1.30 -3.57
H -2.74 1.60 0.32
H -1.41 1.57 1.69
H -2.75 0.35 1.55
H -1.60 0.20 -1.06
H -0.17 -1.51 -0.79
H 1.80 0.11 -0.97
H 0.67 1.57 -0.27
H 0.24 0.41 -1.50
H 0.69 -2.21 1.54
H -1.00 -2.65 1.26
H -1.88 -1.21 2.83
H -0.43 -0.08 2.78
H -0.38 -1.76 3.53
H 3.88 1.41 -4.47
H 2.51 0.98 -3.71
H 3.26 2.31 -3.50
*
```


Version ii
DFT (wB97M-V/def2-TZVPD) results for 3 unconnected molecules or ions with the total composition C6H16N.

Summary:
**Highest occupied orbital energy**: -13.092 eV
**LUMO level**: -4.63 eV

```
! wB97M-V def2-TZVPD RIJCOSX def2/J DEFGRID3
* xyz 1 1
C 2.54 -0.64 -0.14
C 1.62 -0.15 0.94
C 0.39 -0.69 1.21
C 0.10 1.33 0.53
C -0.32 -1.68 0.34
C -1.54 -2.28 1.03
N -1.66 3.06 -2.69
H 2.08 -0.84 -1.11
H 2.98 -1.59 0.16
H 3.36 0.08 -0.24
H 2.04 0.77 1.32
H 0.00 -0.48 2.20
H -0.86 0.88 0.27
H 0.72 1.44 -0.35
H 0.20 1.82 1.48
H 0.41 -2.48 0.16
H -0.64 -1.23 -0.59
H -2.26 -1.49 1.26
H -1.28 -2.82 1.94
H -2.05 -2.98 0.37
H -1.68 3.67 -3.49
H -2.56 2.60 -2.70
H -1.60 3.70 -1.91
*
```


Tell me which of them is the least stable. Sure, it is version i.


Version i
DFT (wB97M-V/def2-TZVPD) results for 3 unconnected molecules or ions with the total composition C6H16N.

Summary:
**Highest occupied orbital energy**: -12.722 eV
**LUMO level**: -4.93 eV

```
! wB97M-V def2-TZVPD RIJCOSX def2/J DEFGRID3
* xyz 1 1
C 2.14 0.74 1.42
C 1.45 -0.27 0.56
C 0.64 -0.01 -0.52
C -0.69 -0.24 1.18
C 0.96 1.07 -1.55
C -0.23 1.79 -2.14
N -3.04 -2.96 0.53
H 1.98 1.78 1.16
H 3.21 0.53 1.47
H 1.70 0.67 2.44
H 1.72 -1.30 0.85
H -0.06 -0.78 -0.87
H -1.49 -0.49 0.54
H -0.75 0.77 1.63
H -0.62 -1.03 1.96
H 1.73 0.63 -2.22
H 1.57 1.89 -1.00
H -0.50 2.78 -1.75
H -1.07 1.09 -2.09
H -0.09 1.95 -3.23
H -2.94 -3.18 1.51
H -2.50 -3.46 -0.15
H -3.13 -1.98 0.29
*
```


Version ii
DFT (wB97M-V/def2-TZVPD) results for 2 unconnected molecules or ions with the total composition C6H16N.

Summary:
**Highest occupied orbital energy**: -14.207 eV
**LUMO level**: -3.51 eV

```
! wB97M-V def2-TZVPD RIJCOSX def2/J DEFGRID3
* xyz 1 1
C -0.40 3.47 -2.22
C -0.26 2.06 -1.67
C -0.30 2.09 -0.14
C -0.34 0.70 0.51
H -1.38 3.88 -1.92
H -0.39 3.50 -3.31
H 0.38 4.12 -1.83
H 0.71 1.65 -1.98
H -1.04 1.39 -2.04
H -1.21 2.61 0.16
H 0.55 2.64 0.24
H -0.97 0.03 -0.09
H -0.82 0.76 1.49
H 0.67 0.27 0.55
C 0.95 -2.89 1.10
C 0.40 -3.79 0.32
N 0.11 -2.05 1.98
H 1.99 -2.61 1.07
H 1.07 -4.35 -0.31
H -0.67 -4.00 0.29
H -0.74 -2.52 2.29
H 0.59 -1.76 2.84
H -0.15 -1.17 1.50
*
```


Tell me which of them is the least stable. Sure, it is version i.